# 1
The following is a quantum chemistry calculation of a molecular structure, C43H33F6N9O4P2S2Se2Ti, from OMol25.

XYZ file:
```
102
Properties=species:S:1:pos:R:3:forces:R:3:lowdin_charge:R:1
Ti -1.156 0.174 -1.230 0.7 0.2 -0.2 0.91
Se 0.050 -2.413 3.929 0.1 -0.1 0.0 0.38
P 0.229 -0.363 4.305 -0.1 0.1 0.0 0.52
C 1.843 0.185 4.884 0.0 -0.1 0.0 -0.36
C 2.313 -0.409 6.056 0.1 0.0 0.0 -0.07
C 3.552 -0.053 6.559 0.0 0.0 0.0 -0.05
C 4.330 0.894 5.900 0.0 0.0 0.0 -0.06
C 3.861 1.491 4.741 0.0 0.0 0.0 -0.07
C 2.617 1.134 4.238 0.0 0.1 0.0 -0.10
C -0.949 0.326 5.478 0.0 0.0 0.0 -0.37
C -0.829 1.658 5.872 0.0 0.0 0.0 -0.08
C -1.723 2.187 6.784 0.0 0.0 0.0 -0.07
C -2.730 1.384 7.311 0.0 0.0 0.0 -0.06
C -2.843 0.058 6.926 0.0 0.0 0.0 -0.06
C -1.953 -0.476 6.005 0.0 0.0 0.0 -0.09
C -0.169 0.504 2.733 0.2 -0.1 -0.1 -0.35
C 0.376 0.460 1.456 0.1 0.1 0.1 -0.41
N -0.621 0.848 0.616 -0.1 0.1 -0.2 -0.23
N -1.705 1.138 1.335 -0.1 -0.1 -0.1 0.00
N -1.448 0.947 2.591 -0.1 -0.1 0.0 0.07
P 1.943 0.220 0.651 -0.1 0.1 0.1 0.81
Se 1.311 0.147 -1.498 -0.1 -0.2 0.1 0.68
C 2.934 1.710 0.712 0.0 -0.1 0.0 -0.39
C 2.416 2.898 1.221 -0.1 0.0 0.0 -0.10
C 3.179 4.055 1.171 0.0 0.0 0.0 -0.05
C 4.444 4.027 0.602 0.0 0.0 0.0 -0.04
C 4.952 2.847 0.074 0.0 0.0 0.0 -0.04
C 4.198 1.687 0.121 0.1 0.0 0.0 -0.09
C 2.805 -1.217 1.218 0.1 0.0 -0.2 -0.36
C 4.014 -1.111 1.906 0.0 0.1 0.1 -0.07
C 4.635 -2.261 2.359 0.0 -0.1 0.0 -0.04
C 4.064 -3.502 2.107 0.0 0.0 0.0 -0.03
C 2.863 -3.605 1.418 -0.1 0.0 0.1 -0.06
C 2.222 -2.463 0.978 0.0 0.0 0.0 -0.11
H 1.715 -1.152 6.570 0.0 0.0 0.0 0.11
H 3.913 -0.515 7.468 0.0 0.0 0.0 0.12
H 5.297 1.169 6.301 0.0 0.0 0.0 0.11
H 4.453 2.242 4.232 0.0 0.0 0.0 0.11
H 2.246 1.630 3.353 0.0 0.0 0.0 0.06
H -0.031 2.278 5.477 0.0 0.0 0.0 0.11
H -1.632 3.218 7.095 0.0 0.0 0.0 0.11
H -3.423 1.798 8.032 0.0 0.0 0.0 0.11
H -3.620 -0.566 7.345 0.0 0.0 0.0 0.11
H -2.028 -1.511 5.696 0.0 0.0 0.0 0.07
H 1.427 2.922 1.664 0.0 0.0 0.0 0.11
H 2.786 4.975 1.581 0.0 0.0 0.0 0.12
H 5.039 4.930 0.567 0.0 0.0 0.0 0.12
H 5.936 2.829 -0.374 0.0 0.0 0.0 0.12
H 4.600 0.770 -0.296 0.0 0.0 0.0 0.12
H 4.456 -0.144 2.113 0.0 0.0 0.0 0.10
H 5.564 -2.189 2.907 0.0 0.0 0.0 0.12
H 4.558 -4.399 2.458 0.0 0.0 0.0 0.12
H 2.416 -4.574 1.248 0.0 0.0 0.0 0.12
H 1.273 -2.538 0.463 0.0 0.0 0.0 0.09
F -4.214 -0.766 0.521 0.0 0.0 0.0 0.17
C -3.571 -1.912 0.675 0.0 -0.1 0.0 -0.67
F -2.806 -1.867 1.742 0.0 0.0 0.0 0.16
F -4.409 -2.914 0.746 0.0 0.0 0.0 0.20
S -2.444 -2.169 -0.832 -0.2 0.3 0.0 0.71
O -2.741 -0.998 -1.751 -0.2 0.1 0.2 -0.39
O -1.089 -1.781 -0.359 0.1 0.1 0.1 -0.38
N -2.551 -3.560 -1.370 0.0 0.3 -0.1 -0.25
S -3.860 -4.046 -2.278 0.5 -0.2 0.1 0.67
O -4.940 -3.139 -2.095 -0.1 0.1 0.0 -0.24
O -3.948 -5.445 -2.115 -0.2 -0.1 -0.1 -0.20
C -3.205 -3.725 -4.017 0.0 -0.1 0.0 -0.65
F -1.936 -3.290 -3.976 0.0 0.0 0.0 0.11
F -3.248 -4.837 -4.715 0.0 0.0 0.0 0.19
F -3.942 -2.794 -4.600 0.0 0.0 0.0 0.16
N -4.085 5.606 -1.454 0.0 0.0 0.0 0.19
C -3.440 4.440 -1.448 0.0 0.0 0.0 -0.27
C -2.045 4.371 -1.219 0.1 -0.1 0.0 0.03
C -1.424 3.160 -1.194 0.0 0.0 0.0 -0.11
N -2.083 1.992 -1.406 0.0 -0.2 0.0 -0.11
C -3.415 2.052 -1.640 -0.2 -0.1 0.0 -0.09
C -4.116 3.220 -1.671 0.1 -0.1 0.0 0.03
H -3.604 6.472 -1.281 0.0 0.0 0.0 0.13
H -5.080 5.653 -1.595 0.0 0.0 0.0 0.13
H -1.468 5.269 -1.047 0.0 0.0 0.0 0.13
H -0.362 3.081 -0.998 0.0 0.0 0.0 0.11
H -3.919 1.107 -1.800 0.0 0.0 0.0 0.12
H -5.181 3.198 -1.853 0.0 0.0 0.0 0.13
N 0.932 -4.981 -10.270 0.0 0.0 0.0 0.20
C 0.683 -4.228 -9.441 0.0 0.0 -0.1 -0.16
C 0.371 -3.286 -8.403 0.0 0.0 0.1 -0.21
C 1.135 -3.264 -7.238 0.0 0.0 0.0 0.01
C 0.841 -2.356 -6.237 0.0 0.0 -0.1 0.01
C -0.225 -1.486 -6.407 0.0 -0.1 -0.1 -0.18
C -0.995 -1.499 -7.560 0.0 -0.1 0.0 0.01
C -0.690 -2.400 -8.565 0.0 0.0 0.0 0.01
N -0.553 -0.562 -5.362 0.0 0.0 0.1 0.02
C -1.081 0.702 -5.518 0.0 0.1 0.0 0.01
C -1.273 1.200 -4.272 0.0 0.0 0.0 -0.07
N -0.871 0.252 -3.352 0.1 -0.1 0.3 -0.12
C -0.436 -0.791 -4.050 -0.2 -0.1 0.0 -0.17
H 1.965 -3.947 -7.127 0.0 0.0 0.0 0.13
H 1.465 -2.318 -5.354 0.0 0.0 0.0 0.12
H -1.844 -0.840 -7.673 0.0 0.0 0.0 0.12
H -1.280 -2.427 -9.469 0.0 0.0 0.0 0.13
H -1.239 1.139 -6.486 0.0 0.0 0.0 0.14
H -1.658 2.159 -3.977 0.0 0.0 0.0 0.11
H -0.092 -1.724 -3.635 0.0 0.0 0.0 0.14
```
Positions in Å, forces in eV/Å.

Summary:
LUMO level = -7.197 eV
DFT total energy = -10182.386615 Ha
charge = +2
energy relative to the best compared isomer or geometry (same formula, charge and spin) = 22.0 kcal per mole
molecular weight = 1185.7 g mol⁻¹
HOMO = -12.1 eV
max |F| = 0.014 hartree/bohr
gap between HOMO and LUMO = 4.9 eV



# 2
The following is a quantum chemistry calculation of a molecular structure, C43H34F3N10O4PS3Ti in a non-equilibrium geometry, from OMol25.

XYZ file:
```
99
Properties=species:S:1:pos:R:3:forces:R:3:lowdin_charge:R:1
Ti -0.892 -0.015 -0.166 -1.0 0.4 -0.1 1.02
O -1.057 0.157 2.034 0.1 0.0 0.1 -0.04
C 0.194 0.102 2.052 0.0 -0.1 0.0 -0.55
O 0.780 0.090 0.911 0.3 0.3 0.0 -0.18
C 1.004 0.023 3.282 0.0 -0.1 0.1 -0.12
C 0.362 -0.444 4.426 0.0 0.0 -0.1 0.00
C 1.064 -0.597 5.607 0.0 0.0 0.0 -0.06
C 2.410 -0.267 5.639 0.0 0.0 0.0 -0.06
C 3.053 0.199 4.500 0.0 0.0 -0.1 -0.07
C 2.374 0.347 3.292 0.0 0.0 0.0 -0.27
P 3.211 1.038 1.787 -0.1 0.0 0.0 1.13
C 3.529 -0.482 0.818 0.1 -0.1 0.0 -0.39
C 3.745 -0.332 -0.550 0.0 0.0 0.0 -0.11
C 3.954 -1.439 -1.359 0.0 0.0 0.0 -0.09
C 3.941 -2.713 -0.808 0.0 0.0 0.0 -0.10
C 3.728 -2.873 0.553 0.1 0.0 0.0 -0.10
C 3.526 -1.763 1.361 0.1 0.1 0.0 -0.10
C 4.872 1.417 2.463 0.1 -0.1 0.0 -0.40
C 5.025 2.636 3.124 0.0 0.0 0.0 -0.12
C 6.242 2.998 3.677 0.0 0.0 0.0 -0.09
C 7.338 2.155 3.552 0.0 0.0 0.0 -0.09
C 7.206 0.952 2.877 0.0 0.0 0.0 -0.08
C 5.980 0.581 2.341 0.0 0.0 0.0 -0.08
H -0.682 -0.716 4.360 -0.1 0.0 0.0 0.11
H 0.567 -0.973 6.491 0.0 0.0 0.0 0.11
H 2.975 -0.376 6.556 0.0 0.0 0.0 0.11
H 4.102 0.450 4.559 0.0 0.0 0.0 0.10
H 3.730 0.660 -0.988 0.0 0.0 0.0 0.10
H 4.114 -1.306 -2.421 0.0 0.0 0.0 0.10
H 4.091 -3.579 -1.439 0.0 0.0 0.0 0.10
H 3.705 -3.865 0.988 0.0 0.0 0.0 0.10
H 3.340 -1.901 2.418 0.0 0.0 0.0 0.11
H 4.177 3.308 3.207 0.0 0.0 0.0 0.10
H 6.340 3.944 4.195 0.0 0.0 0.0 0.10
H 8.294 2.440 3.973 0.0 0.0 0.0 0.10
H 8.060 0.294 2.769 0.0 0.0 0.0 0.10
H 5.888 -0.365 1.824 0.0 0.0 0.0 0.10
F -4.990 3.227 1.486 0.0 0.0 0.0 0.13
C -4.313 3.994 0.608 0.0 0.0 0.0 -0.60
F -4.543 5.273 0.956 0.0 0.0 0.0 0.13
F -4.877 3.806 -0.593 0.0 0.0 0.0 0.14
C -2.846 3.677 0.604 0.0 -0.1 0.0 -0.10
C -1.915 4.617 0.987 0.1 0.1 0.0 0.02
C -0.559 4.294 1.028 0.0 0.0 0.0 -0.03
C -0.187 3.017 0.667 -0.1 0.1 -0.1 -0.10
N -1.092 2.121 0.268 0.5 0.0 0.1 -0.09
C -2.403 2.390 0.240 0.0 0.0 0.1 -0.64
S -3.297 1.009 -0.229 0.3 -0.1 -0.1 0.84
H -2.246 5.607 1.269 0.0 0.0 0.0 0.13
H 0.182 5.014 1.339 0.0 0.0 0.0 0.11
H 0.844 2.682 0.690 0.0 0.0 0.0 0.09
C 0.381 0.811 -1.692 -0.1 -0.1 0.0 -0.16
C -0.175 1.363 -2.948 0.0 0.0 0.0 -0.27
C -0.895 2.562 -2.985 0.0 0.0 0.0 -0.02
C -1.429 3.044 -4.164 0.0 0.0 0.0 -0.01
C -1.241 2.341 -5.353 0.0 0.0 0.0 -0.24
C -0.504 1.159 -5.346 0.0 0.0 0.0 -0.04
C 0.015 0.683 -4.156 0.0 0.1 0.0 -0.06
C -1.796 2.832 -6.582 0.0 0.0 0.0 -0.19
N -2.244 3.219 -7.568 0.0 0.0 0.0 0.15
H 0.940 1.559 -1.132 0.1 0.0 0.0 0.06
H 1.045 -0.031 -1.895 0.0 0.0 0.0 0.05
H -1.044 3.127 -2.074 0.0 0.0 0.0 0.10
H -1.993 3.967 -4.172 0.0 0.0 0.0 0.12
H -0.340 0.622 -6.271 0.0 0.0 0.0 0.12
H 0.588 -0.237 -4.158 0.0 0.0 0.0 0.12
N -7.173 1.051 2.761 -0.1 0.1 0.0 0.11
C -6.141 0.164 2.527 0.0 -0.1 0.0 -0.32
C -4.913 0.317 3.178 0.0 0.0 0.0 -0.03
C -3.879 -0.563 2.940 0.1 0.1 0.0 -0.07
C -4.054 -1.622 2.059 -0.1 0.0 -0.1 -0.31
C -5.286 -1.812 1.441 0.0 0.0 0.0 -0.07
C -6.321 -0.930 1.674 0.0 0.0 0.0 -0.02
S -2.706 -2.618 1.564 0.0 0.0 0.1 0.60
O -1.732 -2.673 2.624 0.0 -0.1 0.0 -0.30
O -3.234 -3.850 1.030 0.1 0.0 0.0 -0.33
N -2.009 -1.820 0.324 0.0 -0.3 0.1 -0.21
C -2.472 -1.945 -0.931 0.1 0.0 -0.1 -0.78
S -3.684 -2.928 -1.657 0.0 0.0 0.0 1.10
C -3.443 -2.059 -3.141 0.0 0.1 0.0 -0.36
C -2.481 -1.125 -3.011 0.0 -0.2 0.0 -0.21
N -1.901 -1.090 -1.764 0.0 0.0 -0.1 -0.11
H -6.901 1.958 3.102 0.0 0.0 0.0 0.09
H -7.883 1.100 2.049 0.0 0.0 0.0 0.09
H -4.767 1.148 3.857 0.0 0.0 0.0 0.12
H -2.921 -0.408 3.411 0.1 0.0 0.0 0.10
H -5.437 -2.656 0.783 0.0 0.0 0.0 0.10
H -7.278 -1.081 1.191 0.0 0.0 0.0 0.11
H -4.024 -2.284 -4.018 0.0 0.0 0.0 0.07
H -2.151 -0.443 -3.775 0.0 0.0 0.0 0.10
N 0.508 -4.711 1.683 -0.2 0.1 0.0 0.15
N 0.500 -3.901 0.554 0.0 0.1 0.0 -0.26
N 0.239 -4.349 -0.655 0.0 0.0 0.0 0.16
C 0.312 -3.227 -1.356 0.1 0.0 0.0 -0.19
N 0.606 -2.170 -0.592 -0.2 0.1 0.3 0.02
N 0.735 -2.635 0.639 -0.1 -0.1 -0.1 0.10
H 0.015 -5.555 1.404 0.1 0.0 0.0 0.10
H -0.081 -4.215 2.357 0.0 -0.1 0.0 0.08
H 0.126 -3.177 -2.415 0.0 0.0 0.0 0.12
```
Positions in Å, forces in eV/Å.

Summary:
LUMO level = -0.710 eV
DFT total energy = -5192.645350 Ha
energy relative to the best compared isomer or geometry (same formula, charge and spin) = 0.0 kcal per mole
molecular weight = 986.8 g mol⁻¹
HOMO = -8.1 eV
max |F| = 0.020 hartree/bohr
gap between HOMO and LUMO = 7.4 eV